DFT (ωB97M-V/def2-TZVPD) results for a structure of composition C24H27IN2O2V.

```
! wB97M-V def2-TZVPD RIJCOSX def2/J DEFGRID3
* xyz 1 3
V -0.041 -0.829 0.494
C 1.803 -1.385 1.628
C 0.642 -1.705 2.403
C -0.051 -0.504 2.675
C 0.618 0.557 1.996
C 1.789 0.005 1.374
C 2.896 0.806 0.761
C 0.258 2.007 2.111
C -1.248 -0.327 3.552
C 0.275 -3.059 2.937
C 2.905 -2.336 1.270
H 3.420 0.251 -0.016
H 3.623 1.065 1.532
H 2.523 1.733 0.329
H -0.813 2.165 1.972
H 0.789 2.613 1.380
H 0.514 2.377 3.106
H -1.995 0.318 3.087
H -0.945 0.148 4.487
H -1.715 -1.281 3.790
H -0.784 -3.273 2.786
H 0.475 -3.102 4.009
H 0.854 -3.847 2.458
H 3.471 -1.990 0.406
H 2.527 -3.335 1.053
H 3.597 -2.422 2.110
C -4.361 -0.057 1.334
C -3.713 0.743 0.244
N -4.392 1.730 -0.299
C -3.865 2.438 -1.304
C -2.608 2.227 -1.822
C -2.114 3.078 -2.971
O -1.651 2.325 -4.085
C -1.817 1.213 -1.229
C -0.513 0.885 -1.744
N 0.258 -0.038 -1.242
C 1.386 -0.478 -1.975
C 2.278 0.392 -2.597
C 3.347 -0.101 -3.326
C 3.544 -1.468 -3.447
C 2.667 -2.353 -2.836
C 1.607 -1.850 -2.106
I 0.226 -3.190 -1.189
C -2.396 0.443 -0.184
O -1.705 -0.554 0.329
H -5.360 -0.352 1.017
H -4.476 0.547 2.236
H -3.777 -0.943 1.573
H -4.504 3.212 -1.716
H -1.265 3.683 -2.645
H -2.909 3.763 -3.271
H -2.401 1.903 -4.516
H -0.218 1.371 -2.668
H 2.133 1.460 -2.493
H 4.030 0.591 -3.800
H 4.376 -1.851 -4.023
H 2.803 -3.421 -2.935
*
```

## Properties
⟨S²⟩   2.0246
HOMO energy (alpha / beta)   -10.985 / -11.689 eV
Strongest force on any atom   0.079 hartree/bohr
Energy   -2432.26637 a.u.
LUMO (alpha / beta)   -3.776 / -4.005 eV
Energy relative to the best compared isomer or geometry (same formula, charge and spin)   0.0 kJ/mol